[1]
Computed, not measured: a 3-piece molecular cluster, C27H55BFN4O5 overall at a distorted geometry, with the ωB97M-V functional and the def2-TZVPD basis.

Computed properties:
Molar mass (Da): 545.57
HOMO-LUMO gap (spin up / spin down) (eV): 7.29 / 7.89
Total charge: +1
Multiplicity: 3
<S²>: 2.009

```
93
Properties=species:S:1:pos:R:3:forces:R:3
C 0.3228 -0.7416 0.3759 -1.2 0.3 0.1
C -0.9276 0.2876 0.2629 0.9 -0.2 1.3
F -2.0556 -0.5058 -0.1417 1.4 1.7 0.3
C -0.6333 1.5500 -0.6811 0.0 -0.5 -2.2
C -1.6711 1.7434 -1.9323 1.8 0.5 -1.1
C -2.4292 3.1561 -1.7615 0.5 0.2 -1.9
C -3.9744 3.2029 -1.3423 0.1 0.0 0.4
C -4.4663 1.9784 -0.4327 -0.8 -0.1 0.7
C -4.4319 2.3128 1.1524 -3.8 1.8 1.6
O -5.3863 2.9411 1.6880 4.0 -2.2 -2.5
O -3.3811 1.8927 2.0288 0.4 1.5 -1.9
C -1.3435 4.0125 -0.9468 0.3 -0.3 -1.2
N -0.7581 2.9272 -0.0397 -1.5 -0.5 2.0
B 0.3343 3.4067 0.9014 2.9 1.2 2.2
N -0.0054 3.4885 2.3817 -1.2 -0.4 -2.2
O 1.6455 3.8326 0.5139 -3.3 0.3 -0.5
H 0.2789 -1.4392 -0.5436 0.3 1.2 1.5
H 1.3153 -0.1860 0.4526 -1.3 -0.8 -0.2
H 0.1430 -1.3425 1.3440 0.4 0.8 -1.7
H -1.1730 0.7143 1.3107 0.2 -0.9 -1.5
H 0.4776 1.5448 -0.9899 -1.9 -0.4 0.0
H -2.2413 0.8251 -2.2922 0.5 1.3 1.1
H -0.9375 1.9458 -2.7974 -1.2 -0.4 1.1
H -2.3922 3.5709 -2.8365 -0.2 -0.4 1.7
H -4.1693 4.2130 -0.8244 0.1 -1.6 -0.7
H -4.6413 3.1971 -2.2849 1.3 0.0 1.4
H -3.9647 0.9881 -0.6903 -0.4 1.4 0.5
H -5.5883 1.8313 -0.6644 1.8 0.3 0.6
H -3.1014 2.7188 2.5039 -0.9 -1.1 0.0
H -0.4521 4.3657 -1.5920 -1.7 -0.5 0.8
H -1.7406 4.8912 -0.3227 0.5 -1.5 -0.8
H -1.5560 2.7715 0.6087 0.4 0.0 -0.1
H -0.7171 4.2560 2.4158 0.6 -0.5 0.5
H -0.5536 2.6260 2.5966 0.4 0.8 0.2
H 1.6707 4.8223 0.5844 0.5 -1.1 0.2
C 0.3685 -3.0534 -4.3771 0.1 -0.3 -0.1
C -1.0394 -2.4090 -4.4221 1.8 0.3 0.9
C -1.8292 -2.8227 -3.1634 -0.3 -0.2 -0.1
C -2.2533 -4.2862 -3.1892 0.0 -0.1 0.0
C -3.0233 -4.6085 -4.4651 0.0 0.4 0.3
C -2.3180 -4.1604 -5.7649 0.3 -2.0 -1.0
N -1.7466 -2.7805 -5.6843 -3.8 1.9 1.1
O -2.7719 -1.9013 -5.8514 2.1 -1.2 -0.2
C -1.1916 -5.1552 -6.1338 0.3 -0.1 0.2
C -3.3356 -4.3236 -6.9268 -0.1 0.8 0.1
C -0.7372 -0.8908 -4.3447 -0.6 0.1 -0.4
H 1.0010 -2.5604 -3.6328 -0.2 0.1 -0.1
H 0.3618 -4.1029 -4.0916 -0.1 0.0 -0.1
H 0.8750 -2.9590 -5.3420 -0.1 0.0 0.1
H -2.7251 -2.1982 -3.0606 0.0 0.0 -0.2
H -1.2288 -2.6383 -2.2645 0.1 0.1 -0.2
H -1.3848 -4.9450 -3.0930 0.0 0.1 0.0
H -2.8875 -4.4944 -2.3217 0.1 0.0 -0.1
H -3.2176 -5.6855 -4.4988 0.1 0.1 -0.3
H -4.0052 -4.1255 -4.3954 0.1 0.1 -0.2
H -0.6055 -4.7880 -6.9811 -0.1 0.1 0.1
H -1.6067 -6.1242 -6.4276 -0.1 0.2 0.0
H -0.5105 -5.3728 -5.3132 0.0 0.1 0.0
H -4.2665 -3.7797 -6.7456 0.2 0.1 0.0
H -3.6161 -5.3731 -7.0532 0.3 0.1 0.2
H -2.9147 -3.9781 -7.8755 0.0 0.0 0.1
H -0.1402 -0.5651 -5.2028 -0.1 -0.1 0.1
H -0.1660 -0.6532 -3.4408 0.0 -0.4 0.0
H -1.6396 -0.2767 -4.3028 -0.1 -0.2 -0.2
C 4.7429 2.1167 6.2270 -0.3 0.1 0.1
C 4.9538 1.1552 5.0309 1.1 1.6 1.0
C 4.5472 1.8683 3.7254 -0.3 -0.2 -0.2
C 3.0397 2.0514 3.6000 0.0 0.1 0.0
C 2.3123 0.7211 3.7617 0.4 0.1 -0.3
C 2.7211 -0.0797 5.0179 -1.9 -0.1 1.1
N 4.1983 -0.1186 5.2415 0.9 -1.7 -3.9
O 4.7159 -1.0470 4.3920 -0.7 1.3 2.0
C 2.0330 0.5062 6.2740 -0.1 0.4 0.1
C 2.0938 -1.4951 4.8924 0.7 -0.2 -0.3
C 6.4882 0.9335 5.0206 -0.1 -0.7 -0.2
H 5.5064 2.8994 6.2386 0.0 -0.2 -0.2
H 3.7936 2.6481 6.2015 -0.1 -0.1 0.0
H 4.8164 1.5822 7.1785 0.0 0.0 -0.1
H 4.9059 1.2988 2.8597 0.0 -0.1 0.2
H 5.0344 2.8478 3.6639 0.1 -0.2 0.2
H 2.6733 2.7757 4.3337 0.0 0.0 0.0
H 2.8069 2.4735 2.6167 0.0 0.0 0.1
H 1.2317 0.9068 3.7728 0.0 -0.2 0.2
H 2.5075 0.1206 2.8642 0.1 -0.2 0.2
H 2.4057 0.0286 7.1842 0.1 0.0 -0.1
H 0.9519 0.3364 6.2428 0.2 -0.1 -0.2
H 2.1507 1.5831 6.3779 0.1 0.0 0.0
H 2.3791 -1.9971 3.9636 0.2 0.1 0.2
H 1.0010 -1.4370 4.8839 0.1 0.3 0.1
H 2.3834 -2.1342 5.7313 0.0 0.1 -0.1
H 6.8227 0.4649 5.9517 -0.1 0.0 -0.1
H 7.0167 1.8867 4.9258 -0.3 0.0 0.1
H 6.8256 0.3158 4.1861 -0.2 -0.1 0.1
```
Forces are in eV/Å.

[2]
Computed, not measured: C27H55BIrN9O5PSbSe as an isolated structure, with the ωB97M-V functional and the def2-TZVPD basis.

Computed properties:
Molar mass (Da): 1020.52
HOMO-LUMO gap (eV): 7.77
Energy above the lowest of the compared OMol25 structures with the same formula, charge and spin (eV): 0.000

```
101
Properties=species:S:1:pos:R:3:forces:R:3
Ir 0.6968 0.9512 -0.0827 -0.2 0.2 0.2
C -2.2627 -0.9569 -0.7066 0.0 0.0 0.0
C -2.2488 0.4768 -1.0896 0.1 -0.1 0.0
C -3.2586 1.2463 -1.6826 0.0 -0.1 0.0
C -2.6984 2.4838 -1.9144 0.0 0.0 0.0
C -3.3029 3.6875 -2.5545 0.0 0.0 0.0
N -1.4283 2.4476 -1.4673 -0.2 0.0 -0.1
N -1.1587 1.2238 -0.9544 0.0 0.0 0.2
B -0.3164 3.4861 -1.6190 0.3 0.1 0.0
N 0.9056 2.8314 -2.3106 -0.3 -0.2 -0.1
N 1.4198 1.6539 -1.8426 0.2 0.1 0.0
C 2.4118 1.2897 -2.6586 0.0 0.1 0.0
C 3.2288 0.0579 -2.5163 0.0 0.0 0.1
C 2.5380 2.2558 -3.6648 0.0 0.0 0.0
C 1.5710 3.2036 -3.4153 0.0 0.1 0.0
C 1.2344 4.4440 -4.1729 0.0 0.0 0.0
N 0.1740 3.8985 -0.2269 -0.4 -0.1 0.1
N 0.6160 2.9061 0.5854 0.3 0.2 -0.3
C 1.1549 3.4837 1.6595 -0.1 0.1 0.1
C 1.8335 2.7413 2.7483 0.0 0.0 0.0
C 1.0028 4.8718 1.5542 0.0 0.0 0.0
C 0.3872 5.0938 0.3391 0.0 0.0 0.0
C 0.0075 6.3734 -0.3263 0.0 0.0 0.0
H -3.0168 -1.1530 0.0577 0.0 0.0 0.0
H -1.2794 -1.2476 -0.3436 0.0 0.0 0.0
H -2.5028 -1.5723 -1.5725 0.0 0.0 0.0
H -4.2553 0.9281 -1.9365 0.0 0.0 0.0
H -4.3496 3.4907 -2.7773 0.0 0.0 0.0
H -2.7951 3.9391 -3.4860 0.0 0.0 0.0
H -3.2472 4.5582 -1.9010 0.0 0.0 0.0
H -0.7192 4.4233 -2.2380 0.1 0.0 0.0
H 4.1124 0.2387 -1.9045 0.0 0.0 0.0
H 3.5519 -0.2771 -3.5014 0.0 0.0 0.0
H 2.6691 -0.7494 -2.0576 0.0 0.0 -0.1
H 3.2448 2.2435 -4.4766 0.0 0.0 0.0
H 1.9630 4.5939 -4.9670 0.0 0.0 0.0
H 1.2466 5.3213 -3.5260 0.0 0.0 0.0
H 0.2440 4.3780 -4.6249 0.0 0.0 0.0
H 1.7544 1.6754 2.5897 0.0 -0.1 0.0
H 1.3986 3.0092 3.7114 0.0 0.0 0.0
H 2.8945 2.9948 2.7635 0.0 0.0 0.0
H 1.3247 5.6105 2.2683 0.0 0.0 0.0
H 0.1997 7.2068 0.3461 0.0 0.0 0.0
H -1.0481 6.3841 -0.5977 0.0 0.0 0.0
H 0.5864 6.5305 -1.2374 0.0 0.0 0.0
C 0.7700 -6.3053 -3.9369 0.0 0.0 0.0
C 2.0210 -5.5767 -3.4607 0.1 0.0 0.0
Sb 1.7797 -3.7365 -2.3104 -0.1 -0.2 0.0
C -0.3761 -3.6293 -2.4300 0.0 0.1 0.0
C -0.8155 -2.7204 -3.5755 0.0 0.0 0.0
C 1.8116 -4.6875 -0.3691 0.0 0.1 0.0
C 1.0046 -5.9726 -0.2486 0.0 0.0 0.0
H 1.0210 -7.1230 -4.6172 0.0 0.0 0.0
H 0.0871 -5.6401 -4.4697 0.0 0.0 0.0
H 0.2124 -6.7332 -3.1021 0.0 0.0 0.0
H 2.6433 -5.3059 -4.3158 0.0 0.0 0.0
H 2.6300 -6.2385 -2.8392 0.0 0.0 0.0
H -0.7106 -3.2341 -1.4679 0.0 0.0 0.0
H -0.7978 -4.6277 -2.5411 0.0 0.0 0.0
H -0.3939 -1.7175 -3.4664 0.0 0.0 0.0
H -1.9032 -2.6223 -3.6400 0.0 0.0 0.0
H -0.4752 -3.1065 -4.5401 0.0 0.0 0.0
H 1.4511 -3.9353 0.3362 0.0 0.0 0.0
H 2.8631 -4.8447 -0.1228 0.0 0.0 0.0
H -0.0508 -5.8049 -0.4762 0.0 0.0 0.0
H 1.0599 -6.3857 0.7624 0.0 0.0 0.0
H 1.3657 -6.7432 -0.9319 0.0 0.0 0.0
C -1.0302 -2.6504 2.1156 -0.1 0.0 0.0
N -0.9163 -1.7660 3.2729 0.2 0.0 0.0
C -0.1735 -2.4014 4.3605 -0.1 0.0 0.0
P -0.7916 -0.1422 2.9989 -0.1 -0.2 0.0
O -0.0933 0.1939 1.7233 0.1 0.3 0.1
N -0.0849 0.5341 4.3292 0.0 0.0 0.1
C -0.8547 0.9545 5.4905 0.0 0.0 0.0
C 1.3173 0.2724 4.6569 0.0 0.0 0.0
N -2.3298 0.4520 2.9595 0.0 0.0 -0.2
C -2.5235 1.7748 2.3773 0.0 0.0 0.0
C -3.5391 -0.3379 3.0797 0.0 0.0 0.1
H -1.4282 -3.6105 2.4493 0.0 0.0 0.0
H -0.0616 -2.7997 1.6333 0.0 0.0 0.0
H -1.7203 -2.2353 1.3910 0.0 0.0 0.0
H -0.6557 -3.3542 4.5864 0.0 0.0 0.0
H -0.2083 -1.7947 5.2610 0.0 0.0 0.0
H 0.8667 -2.5871 4.0788 0.0 0.0 0.0
H -1.9027 1.0822 5.2357 0.0 0.0 0.0
H -0.4646 1.9068 5.8600 0.0 0.0 0.0
H -0.7733 0.2223 6.3026 0.0 0.0 0.0
H 1.8449 -0.1503 3.8035 0.0 0.0 0.0
H 1.3906 -0.4374 5.4861 0.0 0.0 0.0
H 1.7991 1.1990 4.9713 0.0 0.0 0.0
H -1.5753 2.3087 2.3200 0.0 0.0 0.0
H -3.2106 2.3556 2.9993 0.0 0.0 0.0
H -2.9384 1.7078 1.3656 0.0 0.0 0.0
H -3.3089 -1.3142 3.4969 0.0 0.0 0.0
H -4.0230 -0.4706 2.1052 0.0 0.0 0.0
H -4.2527 0.1661 3.7389 0.0 0.0 0.0
O 2.1539 -1.6128 2.1535 0.1 -0.1 -0.3
Se 2.4727 -1.1012 0.6522 -0.1 -0.1 0.1
O 2.5908 0.6027 0.6204 0.2 -0.3 0.3
O 1.0491 -1.0946 -0.3213 0.3 -0.2 -0.2
O 3.6946 -1.8589 -0.0613 -0.2 0.2 0.1
```
Forces are in eV/Å.

The lowest molar mass belongs to which entry?
C27H55BFN4O5